# CH3I2N

CH3I2N in the gas phase in a non-equilibrium geometry (wB97M-V/def2-TZVPD, OMol25).

Each line ends with the Mulliken charge.
CARTESIAN COORDINATES (ANGSTROEM)
I  0.9802  2.2342  0.0609  0.1375
N  -1.0893  -0.0868  -0.5491  -0.6054
I  -2.6722  1.0760  -0.0456  0.1432
H  -0.8178  0.1943  -1.4825  0.3246
C  0.2975  0.3197  0.3571  -0.6326
H  1.0963  -0.5041  0.3218  0.3389
H  0.1235  0.2394  1.5051  0.2938

Multiplicity ... 1
Largest force on an atom ... 0.082 hartree/bohr
SMILES ... ICNI
Relative energy (zero: lowest compared OMol25 entry of this formula, charge and spin) ... 70.5 kJ/mol

=====

# CH3I2P

A molecular structure, CH3I2P in a non-equilibrium geometry (wB97M-V/def2-TZVPD, OMol25).

Each line ends with the Mulliken charge.
CARTESIAN COORDINATES (ANGSTROEM)
C  -0.5124  -0.2893  -0.0644  -0.7424
I  -2.2219  0.9709  0.3163  0.0975
H  1.0485  0.8826  1.3633  0.0738
H  -0.5028  -1.0291  0.8553  0.4191
H  1.9156  -0.2093  -0.2622  0.0692
I  -0.7018  -1.1835  -2.0615  0.1062
P  0.9747  0.8576  -0.1468  -0.0234

Multiplicity ... 1
Largest force on an atom ... 0.052 hartree/bohr
Relative energy (zero: lowest compared OMol25 entry of this formula, charge and spin) ... 220.5 kJ/mol

=====

# CH3I2P

2 unconnected molecules or ions with the total composition CH3I2P in a non-equilibrium geometry (wB97M-V/def2-TZVPD, OMol25).

Each line ends with the Mulliken charge.
CARTESIAN COORDINATES (ANGSTROEM)
H  0.6342  -0.5255  -1.1522  0.2211
I  -3.0845  1.1401  0.0900  -0.0914
P  1.8666  -0.8837  0.8186  -0.0536
I  3.1679  0.9470  0.0364  -0.0212
H  -0.0623  -1.8868  -0.4748  0.3346
H  -3.2012  2.3943  1.0179  0.0889
C  0.6794  -1.1855  -0.3358  -0.4784

Multiplicity ... 1
Largest force on an atom ... 0.064 hartree/bohr
SMILES ... C=PI.I
Relative energy (zero: lowest compared OMol25 entry of this formula, charge and spin) ... 207.0 kJ/mol

=====

# CH3I2P

A molecular structure, CH3I2P in a non-equilibrium geometry (wB97M-V/def2-TZVPD, OMol25).

Each line ends with the Mulliken charge.
CARTESIAN COORDINATES (ANGSTROEM)
H  -0.9643  0.0868  -1.7575  0.3903
P  1.7530  0.4163  0.1719  -0.0622
H  1.8252  0.4915  1.6567  0.0680
I  -1.5663  -1.7866  0.3238  0.1354
C  -1.0036  0.0551  -0.6319  -0.7085
H  2.1038  -0.9777  0.3039  0.0509
I  -2.1478  1.7145  -0.0669  0.1261

Multiplicity ... 3
Largest force on an atom ... 0.041 hartree/bohr
⟨S²⟩ ... 2.011
Relative energy (zero: lowest compared OMol25 entry of this formula, charge and spin) ... 307.1 kJ/mol

=====

no.,E_tot (a.u.)
1,-689.97328
2,-976.59565
3,-976.60079
4,-976.47981